A structure of composition C50H52ClN8O6PSTc in a non-equilibrium geometry, computed with wB97M-V/def2-TZVPD.

LUMO energy (spin up / spin down) in eV: -7.8 / -8.4
E_HOMO (spin up / spin down) in eV: -11.628 / -11.621
Charge: +2
Spin multiplicity: 2
⟨S²⟩: 1.15
Kohn-Sham gap (spin up / spin down) in eV: 3.843 / 3.229

Geometry (Å):
H1 -3.21 7.09 -3.71
C1 0.55 1.51 2.82
C2 0.67 -3.83 1.84
H2 -0.26 1.95 -5.18
Cl1 -6.80 -0.79 -5.87
H3 0.32 -2.60 -4.21
N1 -0.91 -1.50 -0.46
S1 2.67 -1.58 1.90
C3 -3.14 -0.46 3.16
O1 -3.79 3.41 -2.64
C4 -0.68 0.74 3.03
C5 -5.97 1.64 -2.15
C6 -0.19 -4.92 1.75
C7 -1.93 2.41 -0.06
H4 4.63 -3.33 2.96
C8 -1.98 -1.42 -1.24
O2 3.38 -0.39 1.56
H5 -4.12 -0.91 3.17
C9 3.52 -2.95 1.17
H6 -2.10 -0.49 -1.78
C10 -4.80 6.89 -1.50
C11 -2.89 -2.47 -1.38
H7 -2.81 5.39 -3.91
H8 0.36 0.85 -6.43
H9 -5.67 4.43 -0.10
H10 -3.13 0.06 5.25
C12 -1.57 -3.76 0.14
P1 -0.28 -0.29 -4.39
C13 4.47 -3.61 1.92
H11 1.70 -1.64 -4.80
H12 1.39 1.31 -5.05
C14 3.62 0.63 -2.42
H13 5.11 2.19 -2.36
C15 2.48 0.15 -1.81
H14 -2.68 5.47 -0.62
H15 -2.59 0.31 -4.74
C16 -4.26 4.41 -1.74
H16 -4.89 -1.13 -3.81
C17 -5.22 0.51 -2.45
C18 -4.41 5.78 -2.48
H17 -4.42 0.22 -1.78
C19 -7.00 1.99 -3.03
H18 -2.78 -0.89 1.10
Tc1 0.22 0.10 0.30
H19 -4.02 7.09 -0.76
C20 2.24 3.10 3.34
C21 2.60 1.76 -0.15
H20 -5.72 6.64 -0.96
C22 0.62 -1.79 -4.88
C23 -1.97 -0.56 -4.99
H21 -3.75 -2.33 -2.02
C24 -2.59 0.09 4.32
N2 -0.87 1.76 -0.53
C25 2.11 2.13 1.18
H22 -2.56 2.10 0.75
C26 -2.39 -0.44 2.01
C27 -3.09 6.15 -3.18
N3 1.03 1.42 1.56
O3 4.11 4.37 4.06
H23 5.96 -5.14 1.90
H24 3.62 3.56 1.78
C28 4.02 -4.30 -0.75
H25 0.42 2.32 -2.17
H26 -8.06 1.54 -4.84
H27 -3.39 -4.47 -0.78
H28 4.03 0.13 -3.28
H29 0.76 2.45 4.75
H30 -2.26 6.27 -2.49
C29 3.72 2.33 -0.74
C30 -5.47 -0.24 -3.59
C31 -0.70 -2.65 0.23
H31 -3.62 4.33 0.35
H32 3.84 -4.57 -1.78
N4 1.17 -1.51 1.08
H33 0.39 -2.06 -5.91
C32 -0.42 2.56 -1.55
H34 1.50 -3.86 2.53
O4 2.36 -1.82 3.27
H35 -4.79 2.05 -0.43
C33 -5.50 5.71 -3.56
H36 -7.63 2.85 -2.81
H37 4.19 3.18 -0.28
H38 0.02 -5.79 2.37
N5 -1.17 3.62 -1.72
C34 -5.70 2.43 -0.89
N6 1.95 0.72 -0.72
H39 1.95 -0.70 -2.21
O5 2.14 4.50 5.25
C35 -7.26 1.26 -4.17
C36 0.37 1.08 -5.37
H40 -6.52 2.25 -0.19
H41 -0.91 1.15 5.12
C37 0.43 -2.67 1.09
O6 -0.21 -0.03 -2.92
C38 2.73 3.00 2.06
C39 -3.17 4.50 -0.62
H42 5.56 -5.75 -0.45
H43 -6.50 5.67 -3.14
C40 5.21 -4.62 1.33
H44 -6.43 4.31 -1.66
H45 -1.95 -5.76 0.88
C41 -1.35 0.70 4.25
H46 -2.39 -1.45 -4.52
H47 -5.38 4.85 -4.24
H48 -4.28 3.48 -3.46
H49 2.54 -2.73 -0.74
C42 -5.59 3.96 -1.08
C43 2.95 4.17 4.39
C44 -6.49 0.14 -4.45
N7 -2.12 3.50 -0.78
C45 -1.28 -4.91 0.93
C46 4.23 1.77 -1.89
C47 1.14 2.35 3.75
N8 -1.17 0.12 1.93
H50 -5.45 6.61 -4.18
C48 4.98 -4.96 0.00
C49 3.29 -3.27 -0.17
H51 -4.98 7.81 -2.05
C50 -2.69 -3.64 -0.69
H52 -1.96 -0.69 -6.07